Density functional theory data (the ωB97M-V functional and the def2-TZVPD basis) for a cluster of 2 separate species, C4H11NO2 in total at a distorted geometry.

Each line ends with the Mulliken charge.
Atoms and positions in Å:
C1 -0.699 0.841 2.373  -0.7707
C2 -0.457 -0.396 3.173  0.6759
O1 -1.177 -1.001 3.910  -0.5226
O2 0.827 -0.781 2.965  -0.4691
H1 -1.713 0.865 1.906  0.2980
H2 -0.209 0.980 1.410  0.1639
H3 -0.517 1.800 2.882  0.2812
H4 1.259 -1.632 2.878  0.3381
C3 0.302 -1.099 -1.804  -1.0911
C4 0.194 0.430 -1.705  -0.0956
N1 0.335 1.100 -2.993  -0.5282
H5 1.198 -1.438 -2.294  0.3136
H6 -0.464 -1.547 -2.453  0.3198
H7 0.308 -1.553 -0.823  0.2735
H8 -0.743 0.798 -1.282  0.2334
H9 1.065 0.629 -1.067  0.1754
H10 -0.549 1.246 -3.455  0.1922
H11 1.040 0.757 -3.620  0.2122

## Properties
* frontier orbital gap: 9.643 eV
* energy above the lowest of the compared OMol25 structures with the same formula, charge and spin: 35.5 kcal/mol
* electronic energy: -9910.7012 eV
* SMILES: CC(=O)O.CCN
* highest occupied orbital energy: -0.3321 Eh

=====

Density functional theory data (the ωB97M-V functional and the def2-TZVPD basis) for a cluster of 7 separate species, C43H77N7O3 in total at a distorted geometry.

Each line ends with the Mulliken charge.
Atoms and positions in Å:
C1 -3.032 -2.940 -1.683  -1.7783
C2 -1.870 -3.883 -1.807  1.5251
C3 -2.311 -5.349 -1.642  -1.6695
C4 -1.307 -3.558 -3.199  -1.0624
C5 0.068 -4.109 -3.412  -0.7476
C6 0.985 -3.496 -2.329  -1.0610
C7 0.467 -3.810 -0.927  1.9864
C8 0.686 -5.277 -0.598  -2.0218
C9 1.327 -3.003 0.039  -1.2071
N1 -0.912 -3.383 -0.834  1.3742
O1 -1.332 -3.469 0.499  -0.6904
H1 -3.780 -3.117 -2.476  0.4738
H2 -3.583 -3.152 -0.771  0.4557
H3 -2.779 -1.892 -1.673  0.0050
H4 -3.311 -5.349 -2.081  0.4841
H5 -1.712 -6.198 -2.011  0.2844
H6 -2.475 -5.507 -0.543  0.3013
H7 -1.924 -3.787 -4.110  0.4254
H8 -1.154 -2.474 -3.226  0.2497
H9 0.119 -5.226 -3.394  0.3629
H10 0.405 -3.757 -4.441  0.4595
H11 0.936 -2.438 -2.538  -0.2303
H12 2.074 -3.740 -2.474  0.5210
H13 0.059 -5.983 -1.210  0.2165
H14 0.501 -5.575 0.399  0.4683
H15 1.696 -5.546 -0.832  0.4356
H16 2.416 -3.117 -0.288  0.3760
H17 1.080 -3.263 1.102  0.4371
H18 1.067 -1.907 -0.062  -0.5617
H19 -1.503 -4.391 0.762  0.2856
C10 5.125 0.239 -0.488  -1.2064
C11 6.276 -0.247 0.435  1.7268
C12 7.298 -0.991 -0.405  -2.3530
C13 7.072 0.940 1.063  -1.6338
C14 6.299 1.542 2.213  -0.4914
C15 6.089 0.397 3.203  -1.2778
C16 5.247 -0.724 2.728  2.0452
C17 5.285 -1.917 3.690  -2.0420
C18 3.777 -0.318 2.465  -1.6311
N2 5.918 -1.196 1.520  -0.0688
O2 5.147 -2.242 0.937  -0.3167
H20 5.595 0.895 -1.154  0.6243
H21 4.739 -0.637 -1.018  0.3889
H22 4.326 0.770 0.006  -0.3054
H23 6.774 -1.749 -0.993  0.5573
H24 7.814 -0.271 -1.054  0.3819
H25 8.057 -1.357 0.184  0.5752
H26 7.886 0.495 1.589  0.4480
H27 7.406 1.662 0.378  0.5547
H28 7.000 2.266 2.583  0.4472
H29 5.442 2.115 1.767  0.2348
H30 5.675 0.854 4.136  0.3472
H31 7.128 0.038 3.512  0.3337
H32 4.751 -1.541 4.601  0.4000
H33 6.274 -2.245 4.050  0.4349
H34 4.831 -2.846 3.280  0.3017
H35 3.209 -1.128 1.980  0.2851
H36 3.744 0.624 1.879  0.2152
H37 3.334 -0.125 3.419  0.5962
H38 5.856 -2.811 0.621  0.3657
C19 -0.823 2.547 -4.356  -1.7973
C20 -0.705 1.446 -3.303  1.9401
C21 -2.035 0.910 -2.835  -1.7705
C22 0.085 0.198 -3.854  -0.2607
C23 1.568 0.307 -3.985  -1.1158
C24 2.172 0.778 -2.746  -0.3420
C25 1.406 2.046 -2.180  1.4408
C26 1.846 2.313 -0.759  -1.9997
C27 1.827 3.316 -2.908  -1.9691
N3 -0.031 1.811 -2.077  1.1082
O3 -0.648 2.908 -1.547  -0.6628
H39 -1.748 2.372 -4.949  0.4458
H40 -0.899 3.512 -3.883  0.3102
H41 0.024 2.603 -4.997  0.3291
H42 -2.719 1.738 -2.586  0.5229
H43 -2.563 0.361 -3.605  0.5778
H44 -1.887 0.311 -1.950  -0.2836
H45 -0.199 -0.657 -3.268  -1.0589
H46 -0.373 -0.031 -4.820  0.5685
H47 1.926 -0.655 -4.254  0.6051
H48 1.763 1.008 -4.846  0.5265
H49 3.293 0.982 -2.755  0.2858
H50 2.016 0.025 -1.952  -0.2276
H51 1.505 1.537 -0.053  -0.1250
H52 1.311 3.194 -0.378  0.6005
H53 2.884 2.456 -0.600  0.6304
H54 2.792 3.694 -2.502  0.4683
H55 1.105 4.089 -2.726  0.3386
H56 2.050 3.104 -3.934  0.3753
H57 -0.843 2.638 -0.617  0.3382
C28 -3.967 -2.042 3.845  -0.6476
C29 -5.120 -1.282 3.840  -0.2572
C30 -4.838 0.058 4.029  -0.7829
N4 -3.517 0.110 4.211  0.0492
C31 -2.948 -1.115 4.024  -0.5385
H58 -3.824 -3.101 3.768  0.4912
H59 -6.104 -1.659 3.618  0.4229
H60 -5.560 0.854 4.233  0.5250
H61 -2.886 0.897 4.283  0.2945
H62 -1.899 -1.295 4.191  0.4572
C32 -7.489 2.250 1.358  -0.5199
C33 -6.272 1.534 1.179  -0.3246
C34 -5.718 1.940 -0.001  -0.7600
N5 -6.489 2.923 -0.519  0.1308
C35 -7.648 3.040 0.257  -0.5756
H63 -8.349 2.125 2.016  0.3979
H64 -5.879 0.742 1.742  0.7048
H65 -4.770 1.754 -0.484  0.3312
H66 -6.272 3.328 -1.408  0.1914
H67 -8.420 3.795 0.030  0.3894
C36 -4.807 6.882 2.095  -0.6948
C37 -4.091 6.505 3.246  -0.3827
C38 -4.300 5.132 3.477  -0.5646
N6 -5.096 4.654 2.434  0.1979
C39 -5.469 5.719 1.677  -0.1692
H68 -4.912 7.852 1.597  0.3735
H69 -3.396 7.090 3.843  0.3752
H70 -3.840 4.481 4.198  0.3609
H71 -5.317 3.689 2.220  0.2006
H72 -6.251 5.726 0.934  0.3404
C40 -2.100 1.405 1.421  -1.2953
C41 -0.706 1.383 1.850  -0.9489
C42 -0.196 0.125 1.663  -0.9084
N7 -1.205 -0.639 1.153  0.7314
C43 -2.304 0.142 1.009  -0.1580
H73 -2.733 2.267 1.251  0.8352
H74 -0.135 2.301 2.028  0.4757
H75 0.755 -0.353 1.920  0.7788
H76 -1.057 -1.572 0.898  0.1999
H77 -3.249 -0.302 0.732  0.4386

## Properties
* frontier orbital gap: 8.243 eV
* electronic energy: -62407.0852 eV
* SMILES: CC1(C)CCCC(C)(C)N1O.CC1(C)CCCC(C)(C)N1O.CC1(C)CCCC(C)(C)N1O.c1cc[nH]c1.c1cc[nH]c1.c1cc[nH]c1.c1cc[nH]c1
* highest occupied orbital energy: -0.2861 Eh

=====

Density functional theory data (the ωB97M-V functional and the def2-TZVPD basis) for the molecule C13H14N2OS2 at a distorted geometry.

Each line ends with the Mulliken charge.
Atoms and positions in Å:
O1 -2.239 -0.692 -1.668  -0.6684
C1 -2.391 0.171 -0.833  0.2569
N1 -1.626 1.291 -0.775  -0.1143
C2 -0.468 1.493 -1.619  -1.0711
C3 0.800 1.529 -0.820  0.3367
C4 1.121 2.470 0.118  -0.3905
S1 2.647 2.133 0.830  -0.1846
C5 2.752 0.714 -0.212  0.3460
C6 3.874 -0.165 -0.190  0.3602
C7 4.040 -1.296 -0.952  -0.4084
C8 5.261 -1.944 -0.701  -0.4997
C9 6.009 -1.309 0.242  -0.4148
S2 5.240 0.099 0.848  -0.1320
N2 1.726 0.560 -0.982  -0.4669
C10 -3.450 0.131 0.252  0.2602
C11 -4.208 -1.198 0.381  -0.9287
C12 -3.807 -1.283 1.861  -0.4575
C13 -2.902 -0.053 1.684  -0.7530
H1 -1.768 1.941 -0.018  0.2599
H2 -0.430 0.648 -2.309  0.3300
H3 -0.583 2.426 -2.184  0.3545
H4 0.562 3.332 0.420  0.4711
H5 3.299 -1.625 -1.656  0.4781
H6 5.573 -2.845 -1.198  0.3833
H7 6.973 -1.584 0.622  0.4445
H8 -4.101 1.002 0.148  0.5199
H9 -5.276 -1.152 0.182  0.3086
H10 -3.763 -1.971 -0.243  0.2863
H11 -3.295 -2.196 2.155  0.2839
H12 -4.636 -1.109 2.544  0.2178
H13 -1.839 -0.291 1.704  0.2554
H14 -3.092 0.772 2.369  0.3366

## Properties
* frontier orbital gap: 8.230 eV
* energy above the lowest of the compared OMol25 structures with the same formula, charge and spin: 26.6 kcal/mol
* electronic energy: -40406.0168 eV
* SMILES: O=C(NCc1csc(-c2cccs2)n1)C1CCC1
* highest occupied orbital energy: -0.3021 Eh